{
  "formula": "C42H84N5O9P",
  "method": "ωB97M-V with the def2-TZVPD basis set",
  "symbols": ["N", "P", "O", "C", "O", "O", "C", "C", "C", "C", "O", "C", "O", "H", "H", "H", "H", "H", "H", "H", "H", "H", "H", "H", "H", "C", "C", "C", "C", "C", "C", "N", "O", "C", "C", "C", "H", "H", "H", "H", "H", "H", "H", "H", "H", "H", "H", "H", "H", "H", "H", "H", "H", "H", "C", "C", "C", "C", "C", "C", "N", "O", "C", "C", "C", "H", "H", "H", "H", "H", "H", "H", "H", "H", "H", "H", "H", "H", "H", "H", "H", "H", "H", "C", "C", "C", "C", "C", "C", "N", "O", "C", "C", "C", "H", "H", "H", "H", "H", "H", "H", "H", "H", "H", "H", "H", "H", "H", "H", "H", "H", "H", "C", "C", "C", "C", "C", "C", "N", "O", "C", "C", "C", "H", "H", "H", "H", "H", "H", "H", "H", "H", "H", "H", "H", "H", "H", "H", "H", "H", "H"],
  "xyz": [[-0.85, 6.64, -3.47], [-1.73, 6.00, -4.59], [-2.38, 4.52, -4.17], [-2.38, 3.56, -5.15], [-2.18, 2.47, -4.85], [-2.63, 3.89, -6.43], [-4.00, 4.30, -6.68], [-5.07, 3.59, -5.84], [-5.52, 4.39, -4.57], [-6.92, 4.99, -4.72], [-7.08, 5.78, -5.91], [-6.28, 6.87, -5.93], [-6.08, 7.56, -5.03], [-1.27, 7.50, -3.15], [-0.93, 5.84, -5.74], [-2.83, 6.86, -4.84], [-4.15, 5.39, -6.61], [-4.19, 4.05, -7.73], [-5.96, 3.55, -6.48], [-4.83, 2.55, -5.62], [-4.79, 5.20, -4.45], [-5.49, 3.75, -3.69], [-7.12, 5.61, -3.84], [-7.66, 4.18, -4.74], [-5.80, 7.08, -6.90], [-0.34, -2.75, -1.37], [-0.19, -1.64, -0.32], [-1.51, -1.42, 0.41], [-2.55, -0.65, -0.41], [-1.95, 0.65, -0.93], [-0.65, 0.46, -1.70], [0.33, -0.39, -0.96], [0.87, 0.34, -0.03], [-0.97, -0.15, -3.08], [-0.06, 1.83, -2.04], [0.81, -2.23, 0.68], [-1.10, -2.55, -2.13], [0.61, -2.93, -1.89], [-0.63, -3.69, -0.90], [-1.33, -0.86, 1.34], [-1.93, -2.38, 0.72], [-2.91, -1.27, -1.23], [-3.42, -0.43, 0.21], [-2.69, 1.15, -1.56], [-1.78, 1.32, -0.08], [-0.07, -0.54, -3.56], [-1.39, 0.60, -3.75], [-1.71, -0.95, -3.05], [0.11, 2.44, -1.15], [-0.76, 2.39, -2.67], [0.88, 1.74, -2.58], [1.79, -2.37, 0.22], [0.47, -3.20, 1.03], [0.93, -1.60, 1.57], [0.66, -10.61, -1.28], [0.20, -9.53, -0.27], [-1.19, -9.01, -0.66], [-1.17, -8.05, -1.85], [-0.18, -6.92, -1.61], [1.23, -7.42, -1.27], [1.22, -8.44, -0.19], [1.06, -7.83, 0.94], [1.89, -7.98, -2.55], [2.11, -6.22, -0.91], [0.08, -10.30, 1.04], [0.71, -10.26, -2.31], [1.64, -11.00, -1.01], [-0.04, -11.44, -1.28], [-1.63, -8.48, 0.20], [-1.85, -9.85, -0.87], [-0.94, -8.59, -2.77], [-2.17, -7.64, -1.99], [-0.14, -6.29, -2.50], [-0.56, -6.29, -0.80], [2.78, -8.57, -2.31], [2.21, -7.17, -3.21], [1.22, -8.60, -3.15], [1.72, -5.64, -0.08], [2.19, -5.53, -1.75], [3.12, -6.54, -0.65], [1.05, -10.67, 1.39], [-0.57, -11.17, 0.91], [-0.36, -9.70, 1.84], [4.83, -0.30, 6.08], [5.70, 0.09, 4.87], [4.88, 0.95, 3.89], [3.88, 0.15, 3.06], [4.57, -1.02, 2.37], [5.36, -1.92, 3.33], [6.26, -1.13, 4.23], [7.30, -0.79, 3.55], [4.36, -2.76, 4.15], [6.14, -2.95, 2.52], [6.79, 0.97, 5.48], [3.93, -0.85, 5.83], [5.40, -0.90, 6.79], [4.49, 0.60, 6.60], [5.56, 1.46, 3.20], [4.36, 1.73, 4.44], [3.06, -0.21, 3.70], [3.42, 0.80, 2.31], [3.83, -1.61, 1.83], [5.25, -0.62, 1.60], [4.85, -3.22, 5.01], [3.95, -3.57, 3.55], [3.50, -2.20, 4.51], [6.81, -2.50, 1.79], [5.45, -3.58, 1.95], [6.72, -3.60, 3.17], [7.43, 0.40, 6.16], [6.34, 1.78, 6.05], [7.42, 1.43, 4.72], [0.33, 6.87, 3.17], [-0.74, 5.88, 3.67], [-0.27, 4.44, 3.45], [-0.36, 3.98, 1.99], [-1.76, 4.22, 1.44], [-2.24, 5.67, 1.61], [-2.05, 6.16, 3.01], [-2.99, 5.67, 3.74], [-1.49, 6.57, 0.60], [-3.70, 5.76, 1.18], [-0.80, 6.14, 5.18], [0.58, 6.76, 2.12], [0.01, 7.90, 3.34], [1.26, 6.72, 3.72], [-0.88, 3.76, 4.06], [0.75, 4.33, 3.80], [0.39, 4.50, 1.39], [-0.12, 2.92, 1.93], [-1.78, 3.95, 0.38], [-2.46, 3.54, 1.95], [-1.61, 7.62, 0.86], [-1.89, 6.43, -0.40], [-0.43, 6.35, 0.52], [-4.35, 5.08, 1.73], [-3.80, 5.49, 0.12], [-4.09, 6.78, 1.30], [-1.17, 7.14, 5.40], [0.20, 6.05, 5.61], [-1.43, 5.42, 5.70]],
  "homo_ev": [-8.339, -9.135],
  "energy_ev": -80074.8088,
  "s2": 6.016,
  "spin_multiplicity": 5,
  "homo_lumo_gap_ha": [0.319, 0.343]
}